Run i
12
Properties=species:S:1:pos:R:3 method="wB97M-V/def2-TZVPD" total_charge=+1 e_homo_ev=-14.03 homo_lumo_gap_ev=8.81
C -1.796 0.479 0.091
C 1.861 0.138 0.195
N -2.781 -0.412 0.191
N 2.747 -0.322 -0.618
O -0.728 0.307 0.667
H -2.038 1.303 -0.673
H 1.312 0.985 0.048
H 1.598 -0.220 1.122
H -3.662 -0.096 -0.059
H 3.189 0.186 -1.436
H -2.730 -1.084 0.964
H 3.028 -1.264 -0.492

***

Run ii
12
Properties=species:S:1:pos:R:3 method="wB97M-V/def2-TZVPD" total_charge=+1 e_homo_ev=-15.49 homo_lumo_gap_ev=12.06
C 1.416 -0.460 0.778
C 0.518 0.321 -0.194
N 0.344 1.612 -0.338
N -0.956 -0.722 -0.543
O 1.552 -0.340 -0.656
H 2.170 0.108 1.390
H 1.085 -1.402 1.095
H 0.517 2.272 -1.139
H 0.074 2.192 0.409
H -0.973 -1.366 0.201
H -0.858 -1.323 -1.430
H -1.690 -0.032 -0.752

***

Run iii
12
Properties=species:S:1:pos:R:3 method="wB97M-V/def2-TZVPD" total_charge=+1 e_homo_ev=-15.72 homo_lumo_gap_ev=12.01
C 0.716 -1.652 0.315
N -0.259 -0.751 -0.342
O -1.361 -0.575 0.565
C -0.401 0.325 0.501
N -0.760 1.519 -0.572
H 1.042 -2.511 -0.323
H 1.490 -1.207 0.776
H 0.244 -2.259 1.032
H 0.320 0.838 1.258
H -1.139 1.090 -1.386
H 0.026 1.936 -1.054
H -1.373 2.308 -0.262

***

How do the energies compare? Relative to the most stable structure, in kcal/mol: run i 0.0; run ii 31.6; run iii 75.5.